Density functional theory data (ωB97M-V/def2-TZVPD) for a 2-piece molecular cluster, C3H9O3 overall.

Geometry as XYZ:
```
15
Properties=species:S:1:pos:R:3:lowdin_charge:R:1
C -0.05463 -0.08625 1.04387 -0.53
O -1.31904 0.17396 0.65678 -0.34
C 0.70876 -1.00261 0.07624 -0.23
C 0.63306 -0.55765 -1.37273 -0.28
O 1.01969 -1.60959 -2.28947 -0.11
H 0.54229 0.86136 1.08798 0.08
H 0.08504 -0.51932 2.06498 0.08
H 0.34918 -2.03012 0.16964 0.10
H 1.78036 -1.01997 0.35344 0.10
H -0.40823 -0.29964 -1.56107 0.10
H 1.28015 0.31352 -1.52024 0.11
H 1.73386 -2.04984 -1.81826 0.05
H -2.86410 2.82499 0.95210 0.01
H -1.56891 2.04293 1.11678 -0.01
O -1.91748 2.95823 1.03995 -0.12
```

Computed properties:
Spin multiplicity: 1
Total charge: -1
Orbital gap, eV: 6.81
ΔE to the lowest compared entry with this formula, charge and spin, kcal/mol: 8.7


Density functional theory data (ωB97M-V/def2-TZVPD) for a 2-piece molecular cluster, C3H9O3PS overall.

Geometry as XYZ:
```
17
Properties=species:S:1:pos:R:3:lowdin_charge:R:1
O 2.92258 3.37497 0.24287 -0.30
P 2.24516 2.71464 -0.82845 0.36
O 3.20432 1.87274 -1.86890 -0.25
S 0.34154 2.42785 -1.43365 0.36
H 3.69084 1.83278 -2.71014 0.10
C -1.27596 0.67061 0.91594 -0.13
C -0.35975 -0.43141 0.41090 -0.41
C -1.15772 -1.31261 -0.77495 -0.04
O 0.93152 -0.11955 -0.20743 -0.14
H -1.85527 1.01081 0.02497 0.05
H -2.04337 0.33518 1.58000 0.06
H -0.70421 1.59722 1.32492 0.10
H -0.17339 -0.99047 1.36485 0.13
H -0.56738 -2.06683 -1.41172 0.09
H -1.41258 -0.60169 -1.53417 0.04
H -2.06512 -1.74396 -0.31763 0.07
H 0.76989 0.22949 -1.02262 -0.10
```

Computed properties:
Structure (SMILES): O=P(O)=S.CC(C)O
Spin multiplicity: 1
Orbital gap, eV: 9.08
ΔE to the lowest compared entry with this formula, charge and spin, kcal/mol: 66.3


Density functional theory data (ωB97M-V/def2-TZVPD) for C3H9O3Y as an isolated structure.

Geometry as XYZ:
```
16
Properties=species:S:1:pos:R:3:mulliken_spin:R:1
Y -0.86694 -0.11027 -2.35045 1.10
O 0.77361 -0.93654 -1.42832 -0.04
H 0.73449 -2.46933 -0.76860 0.00
C -1.83380 1.73437 0.31278 -0.03
O -0.76284 1.02887 -0.29088 -0.06
C 0.19008 0.49757 0.63072 0.00
C 1.29829 -0.18328 -0.15366 0.02
H -2.53864 2.01867 -0.47624 0.03
H -2.35079 1.09574 1.04431 -0.01
H -1.43889 2.64123 0.79313 -0.01
H -0.33825 -0.22530 1.27399 0.00
H 0.59141 1.32797 1.23260 0.00
H 2.02820 -0.59438 0.56410 0.00
H 1.90969 0.61733 -0.61590 -0.01
O 0.90689 -2.96810 0.21737 0.00
H 1.69748 -3.47454 0.01504 0.00
```

Computed properties:
Spin multiplicity: 2
Total charge: +1
Orbital gap (alpha / beta), eV: 6.71 / 8.52


Density functional theory data (ωB97M-V/def2-TZVPD) for a 4-piece molecular cluster, C3H9O4S overall.

Geometry as XYZ:
```
17
Properties=species:S:1:pos:R:3:lowdin_charge:R:1
O 2.43409 -0.39760 -0.40217 -0.07
C 1.63679 -0.63758 0.53998 -0.80
O 1.94512 -0.91946 1.71735 -0.04
C 0.19258 -1.04354 0.15737 -0.23
C -0.44829 -0.33580 -1.03962 -0.66
S -1.33955 1.10913 -0.55321 0.67
H 0.32113 -2.11906 -0.02437 0.12
H -0.42574 -0.97533 1.05437 0.08
H 0.31119 -0.11972 -1.79714 0.06
H -1.21317 -0.96228 -1.51616 0.06
H 0.82432 1.15976 0.70403 0.31
H 1.98840 1.33150 -1.01062 -0.02
H 0.80740 2.29953 -0.77721 -0.09
O 1.66268 2.22554 -1.23784 -0.14
H -2.79391 0.16923 0.67829 -0.11
H -2.80369 -0.26317 2.19218 0.02
O -3.09933 -0.52115 1.31477 -0.15
```

Computed properties:
Spin multiplicity: 1
Total charge: -1
Orbital gap, eV: 6.52
ΔE to the lowest compared entry with this formula, charge and spin, kcal/mol: 99.9


Density functional theory data (ωB97M-V/def2-TZVPD) for a 3-piece molecular cluster, C3H9O4S overall.

Geometry as XYZ:
```
17
Properties=species:S:1:pos:R:3:lowdin_charge:R:1
O -0.89861 -0.64383 0.85156 -0.07
C 0.00893 -0.64235 -0.02467 -0.69
O -0.06161 -1.00678 -1.20242 -0.03
C 1.35226 0.03998 0.44147 -0.17
C 1.51168 1.28225 -0.42204 -0.54
S 3.23368 1.64152 -0.99373 0.63
H 2.12143 -0.63013 0.12521 0.08
H 1.37148 0.25681 1.49305 0.09
H 1.25837 2.22315 0.07307 0.06
H 0.94462 1.24910 -1.30747 0.04
H 3.19854 1.09814 -2.21671 -0.17
H -2.08432 0.28723 3.49958 0.00
H -2.04452 -0.41845 2.12697 -0.02
O -2.61580 -0.24882 2.91037 -0.11
H -2.55155 -1.07235 -1.13875 0.00
H -1.97395 -1.94841 -2.22893 0.01
O -2.77062 -1.46708 -1.98655 -0.09
```

Computed properties:
Spin multiplicity: 1
Total charge: -1
Orbital gap, eV: 8.16
ΔE to the lowest compared entry with this formula, charge and spin, kcal/mol: 3.2


Density functional theory data (ωB97M-V/def2-TZVPD) for a 3-piece molecular cluster, C3H9O5 overall.

Geometry as XYZ:
```
17
Properties=species:S:1:pos:R:3:mulliken_spin:R:1
O 1.41032 0.00557 0.34819 0.09
C 0.43045 0.41170 0.94370 -0.03
O 0.11797 -0.12109 2.09833 0.89
C -0.51447 1.47397 0.43338 0.01
C -1.75398 0.75654 -0.15078 0.00
O -1.66119 0.64615 -1.60348 0.00
H 0.01300 1.96878 -0.37670 0.01
H -0.82140 2.05890 1.29944 0.01
H -1.96012 -0.25244 0.20471 0.00
H -2.63936 1.38723 -0.10426 0.00
H -0.75562 0.39943 -1.84167 0.00
H 1.80567 -2.69916 1.02198 0.00
H 1.04934 -1.79703 1.96062 0.00
O 1.34474 -2.71192 1.86598 0.02
H 1.30028 0.04395 -1.48222 0.00
H 1.33957 -1.25925 -2.22942 0.00
O 1.29480 -0.31133 -2.38780 0.00
```

Computed properties:
Spin multiplicity: 2
Orbital gap (alpha / beta), eV: 11.43 / 6.69
ΔE to the lowest compared entry with this formula, charge and spin, kcal/mol: 0.5


Density functional theory data (ωB97M-V/def2-TZVPD) for C3H9O5PS2Yb as an isolated structure.

Geometry as XYZ:
```
21
Properties=species:S:1:pos:R:3:lowdin_charge:R:1
C -1.78128 -1.66476 -0.45048 -0.13
C -0.91306 -1.15115 -1.59192 -0.50
S -1.33563 0.55742 -2.10270 0.98
C -0.14620 1.49396 -1.12470 -0.63
O -0.13536 0.96863 0.17872 -0.47
S -0.10407 2.24372 1.30811 0.93
O -1.43230 2.40111 1.71763 -0.28
O 0.68355 1.55323 2.61330 -0.49
P 1.55158 0.11600 2.49067 0.90
O 2.65248 0.25244 1.14511 -0.37
O 0.52707 -1.10220 2.19129 -0.22
H -1.53386 -1.18632 0.48870 0.05
H -2.82727 -1.53160 -0.69505 0.09
H -1.55238 -2.72137 -0.31898 0.09
H 0.14150 -1.15289 -1.27808 0.05
H -0.96391 -1.76732 -2.48352 0.08
H 0.87252 1.27998 -1.59166 -0.06
H -0.36403 2.56068 -1.14550 0.09
H 3.03670 -0.63160 1.00835 0.04
H 0.70865 -1.58347 1.36560 0.07
Yb 2.91529 1.06550 -1.72489 1.77
```

Computed properties:
Spin multiplicity: 1
Total charge: +2
Orbital gap, eV: 5.38


Density functional theory data (ωB97M-V/def2-TZVPD) for a 2-piece molecular cluster, C3H9PS overall.

Geometry as XYZ:
```
14
Properties=species:S:1:pos:R:3:lowdin_charge:R:1
C -1.19929 1.16754 0.51385 -0.20
C -0.05359 -1.07608 -2.07175 0.04
C 0.11987 0.80784 1.21642 -0.67
P 0.33919 -0.97996 1.59875 0.54
S 2.23319 -0.78409 0.66554 0.32
H -1.77155 0.27374 0.41744 0.03
H -1.82351 1.92546 1.05947 0.08
H -1.01211 1.59336 -0.44420 0.05
H -0.75893 -0.36539 -2.42049 -0.04
H 0.86016 -0.87190 -2.57792 -0.03
H -0.38556 -1.94784 -1.43206 0.01
H 0.11749 1.30465 2.25344 0.08
H 0.84311 1.05416 0.42874 -0.01
H 2.49154 -2.10149 0.79278 -0.21
```

Computed properties:
Spin multiplicity: 1
Orbital gap (alpha / beta), eV: 8.08 / 7.56
ΔE to the lowest compared entry with this formula, charge and spin, kcal/mol: 85.5


Density functional theory data (ωB97M-V/def2-TZVPD) for a single C3H9PS3 molecule.

Geometry as XYZ:
```
16
Properties=species:S:1:pos:R:3:lowdin_charge:R:1
C -0.86056 1.25676 -0.45398 -0.12
C -0.38025 -0.10953 -0.10830 -0.39
C -0.72415 -0.80765 1.21290 -0.11
P 1.88021 0.01036 -0.14098 -0.26
S 2.61356 1.02257 -1.62406 0.12
S 2.46412 0.88866 1.69293 0.35
S 2.45797 -2.04954 -0.20308 0.36
H -1.74648 1.30382 -1.07335 0.08
H -0.92935 1.84612 0.39768 0.06
H -0.03297 1.53355 -1.13386 0.02
H -0.21559 -0.70862 -0.90418 0.03
H -0.18379 -1.75975 0.95940 0.06
H -1.71783 -1.15122 1.43982 0.07
H -0.30337 -0.42139 2.08965 0.04
H 3.07617 1.99886 1.14732 -0.16
H 3.73537 -1.57693 -0.40178 -0.16
```

Computed properties:
Structure (SMILES): CC(C)P(=S)(S)S
Spin multiplicity: 1
Orbital gap, eV: 8.83
ΔE to the lowest compared entry with this formula, charge and spin, kcal/mol: 37.5


Density functional theory data (ωB97M-V/def2-TZVPD) for a 2-piece molecular cluster, C3H9S2 overall.

Geometry as XYZ:
```
14
Properties=species:S:1:pos:R:3:lowdin_charge:R:1
C -3.53710 0.17373 0.39102 -0.51
S -2.69591 1.76833 0.66378 0.52
H -4.20946 0.31249 -0.44876 0.00
H -4.14783 -0.04032 1.27007 0.00
H -2.81508 -0.62186 0.24421 0.02
C 2.93951 -0.62909 -0.75136 -0.26
C 1.88425 -0.23806 0.28640 -0.84
S 0.68255 0.94917 -0.36092 0.20
H 2.47829 -1.02211 -1.66290 0.04
H 3.49029 0.26033 -1.04834 0.04
H 3.64163 -1.36847 -0.35501 0.04
H 2.43513 0.20105 1.11925 0.02
H 1.40294 -1.16307 0.64259 0.03
H -1.54919 1.41788 0.00999 -0.30
```

Computed properties:
Spin multiplicity: 1
Total charge: -1
Orbital gap, eV: 6.06
ΔE to the lowest compared entry with this formula, charge and spin, kcal/mol: 14.1